1.
Here is a molecular structure, C23H32F3N2O3OsPS from the Open Molecules 2025 dataset. Energies are from ωB97M-V with the def2-TZVPD basis set.

Properties
HOMO level, eV: -15.2
Charge: +2
Energy relative to the best compared isomer or geometry (same formula, charge and spin), kcal/mol: 3.8

CARTESIAN COORDINATES (ANGSTROEM)
Os1 -0.370 -0.567 0.296
O1 -1.462 1.231 3.610
C1 -1.041 1.192 2.506
O2 -1.510 0.253 1.608
C2 0.008 2.122 1.928
P1 0.579 1.532 0.295
C3 2.367 1.367 0.268
C4 3.020 1.059 -0.930
C5 4.390 0.858 -0.943
C6 5.118 0.934 0.238
C7 4.472 1.206 1.436
C8 3.101 1.421 1.457
C9 -0.016 2.776 -0.852
C10 0.781 3.398 -1.809
C11 0.236 4.379 -2.625
C12 -1.094 4.744 -2.491
C13 -1.890 4.142 -1.523
C14 -1.353 3.164 -0.705
H1 0.810 2.264 2.647
H2 -0.456 3.100 1.803
H3 2.466 0.956 -1.853
H4 4.889 0.643 -1.878
H5 6.190 0.788 0.222
H6 5.037 1.277 2.357
H7 2.629 1.636 2.405
H8 1.827 3.154 -1.911
H9 0.861 4.867 -3.361
H10 -1.510 5.513 -3.129
H11 -2.920 4.447 -1.396
H12 -1.980 2.721 0.063
C15 -4.916 0.487 -1.700
C16 -3.747 0.034 -2.576
C17 -3.694 0.841 -3.869
C18 -3.854 -1.452 -2.902
N1 -2.436 0.329 -1.913
N2 -2.235 -0.424 -0.711
H13 -5.866 0.284 -2.193
H14 -4.865 1.562 -1.508
H15 -4.938 -0.037 -0.740
H16 -4.637 0.747 -4.408
H17 -2.883 0.490 -4.507
H18 -3.535 1.902 -3.660
H19 -4.723 -1.605 -3.539
H20 -4.025 -2.080 -2.021
H21 -2.977 -1.806 -3.445
H22 -2.450 1.302 -1.620
H23 -2.445 -1.389 -0.977
H24 -2.905 -0.175 0.026
O3 1.026 -1.772 0.834
S1 2.623 -1.897 0.595
C19 3.149 -2.539 2.200
C20 3.987 -3.770 1.864
C21 3.197 -4.529 0.801
C22 2.773 -3.500 -0.248
H25 2.226 -2.804 2.720
H26 3.670 -1.748 2.734
H27 4.150 -4.361 2.764
H28 4.968 -3.476 1.484
H29 2.319 -5.001 1.242
H30 3.794 -5.310 0.334
H31 1.811 -3.685 -0.725
H32 3.518 -3.340 -1.028
F1 -0.543 -1.706 -2.330
C23 0.237 -0.773 -1.722
F2 0.262 0.303 -2.499
F3 1.504 -1.294 -1.795

2.
Here is a molecular structure, C23H32GeNO5Pb from the Open Molecules 2025 dataset. Energies are from ωB97M-V with the def2-TZVPD basis set.

Properties
HOMO level, eV: -11.3
Charge: +1
Energy relative to the best compared isomer or geometry (same formula, charge and spin), kcal/mol: 27.0

CARTESIAN COORDINATES (ANGSTROEM)
Pb1 -0.131 0.469 -1.245
C1 0.418 4.693 -1.209
C2 -0.268 3.677 -2.078
C3 0.476 2.788 -2.858
C4 -0.157 1.894 -3.728
C5 -1.546 1.869 -3.813
C6 -2.290 2.740 -3.028
C7 -1.658 3.629 -2.170
H1 -0.174 4.921 -0.323
H2 0.550 5.622 -1.766
H3 1.403 4.346 -0.897
H4 1.558 2.857 -2.851
H5 0.439 1.271 -4.386
H6 -2.036 1.202 -4.509
H7 -3.371 2.733 -3.096
H8 -2.251 4.311 -1.571
O1 -0.128 0.156 1.794
C8 0.756 0.627 2.656
C9 1.897 1.298 2.336
C10 2.739 1.668 3.439
C11 3.890 2.325 3.221
C12 4.318 2.659 1.900
C13 3.554 2.343 0.830
C14 2.292 1.673 0.970
O2 1.593 1.440 -0.041
N1 4.733 2.709 4.364
O3 4.344 2.399 5.473
O4 5.768 3.289 4.110
H9 0.513 0.449 3.699
H10 2.456 1.404 4.451
H11 5.268 3.164 1.785
H12 3.873 2.582 -0.176
C15 1.380 -4.295 -2.834
Ge1 0.502 -2.978 -1.673
C16 0.698 -3.571 0.200
C17 -1.408 -2.895 -2.184
C18 1.331 -1.187 -1.869
H13 0.927 -5.274 -2.661
H14 2.444 -4.360 -2.606
H15 1.262 -4.039 -3.886
H16 -0.012 -4.364 0.436
H17 0.560 -2.758 0.916
H18 1.702 -3.972 0.342
H19 -1.889 -3.841 -1.933
H20 -1.490 -2.753 -3.264
H21 -1.964 -2.092 -1.691
H22 1.654 -1.075 -2.909
H23 2.233 -1.154 -1.251
O5 -1.532 -0.365 3.509
C19 -1.304 -0.472 2.353
C20 -4.295 -1.608 2.475
C21 -3.042 -2.238 1.866
C22 -3.423 -3.224 0.766
C23 -2.103 -1.155 1.291
H24 -4.912 -2.378 2.939
H25 -4.888 -1.121 1.696
H26 -4.050 -0.871 3.238
H27 -2.499 -2.774 2.649
H28 -3.959 -2.713 -0.039
H29 -4.079 -3.995 1.169
H30 -2.547 -3.713 0.339
H31 -2.709 -0.397 0.781
H32 -1.417 -1.576 0.552

3.
Here is 9 unconnected molecules or ions with the total composition C23H32N10O2 in a non-equilibrium geometry from the Open Molecules 2025 dataset. Energies are from ωB97M-V with the def2-TZVPD basis set.

Properties
SMILES string: NCOC(=O)c1cccnc1.CC#N.CC#N.CC#N.CC#N.CC#N.CC#N.CC#N.CC#N
HOMO level, eV: -10.2

CARTESIAN COORDINATES (ANGSTROEM)
N1 5.603 -1.158 3.722
C1 4.440 -0.963 2.852
O1 3.884 0.346 2.962
C2 2.731 0.383 3.692
O2 2.648 1.136 4.612
C3 1.541 -0.466 3.345
C4 1.419 -1.040 2.069
C5 0.278 -1.824 1.933
C6 -0.593 -1.967 3.001
N2 -0.542 -1.414 4.217
C7 0.563 -0.676 4.297
H1 5.269 -1.546 4.602
H2 6.116 -1.929 3.304
H3 3.718 -1.773 3.021
H4 4.798 -1.065 1.817
H5 2.170 -0.885 1.299
H6 0.069 -2.327 0.994
H7 -1.454 -2.629 2.839
H8 0.713 -0.169 5.252
C8 -3.708 -4.514 0.482
C9 -3.224 -4.300 1.841
N3 -2.839 -4.131 2.910
H9 -3.333 -3.749 -0.195
H10 -3.387 -5.480 0.095
H11 -4.790 -4.490 0.438
C10 -5.344 -1.934 -2.237
C11 -5.457 -3.357 -1.944
N4 -5.545 -4.474 -1.696
H12 -6.324 -1.464 -2.306
H13 -4.784 -1.413 -1.460
H14 -4.833 -1.761 -3.182
C12 5.989 2.414 0.480
C13 5.018 1.566 -0.201
N5 4.244 0.909 -0.735
H15 6.811 2.681 -0.182
H16 5.529 3.340 0.826
H17 6.412 1.910 1.349
C14 2.093 3.687 1.168
C15 2.716 4.765 0.411
N6 3.206 5.609 -0.191
H18 2.119 2.749 0.612
H19 2.604 3.519 2.116
H20 1.050 3.905 1.396
C16 1.970 2.437 -3.149
C17 0.984 1.607 -3.827
N7 0.204 0.958 -4.362
H21 2.798 2.692 -3.809
H22 1.530 3.371 -2.801
H23 2.390 1.929 -2.280
C18 -3.401 0.509 -5.253
C19 -4.784 0.586 -4.802
N8 -5.871 0.648 -4.437
H24 -3.141 -0.501 -5.572
H25 -3.218 1.176 -6.094
H26 -2.709 0.790 -4.460
C20 -3.786 -1.640 5.839
C21 -5.158 -1.486 6.306
N9 -6.237 -1.364 6.674
H27 -3.576 -2.670 5.552
H28 -3.588 -1.013 4.971
H29 -3.069 -1.363 6.611
C22 0.636 2.855 -7.595
C23 -0.756 2.950 -7.179
N10 -1.846 3.016 -6.831
H30 0.884 1.843 -7.912
H31 0.844 3.524 -8.430
H32 1.309 3.121 -6.782

4.
Here is a molecular structure, C23H32N4O3PRuS5 in a non-equilibrium geometry from the Open Molecules 2025 dataset. Energies are from ωB97M-V with the def2-TZVPD basis set.

Properties
2S+1: 2
HOMO level (spin up / spin down), eV: -7.4 / -7.3
Energy relative to the best compared isomer or geometry (same formula, charge and spin), kcal/mol: 14.1
⟨S²⟩: 0.76

CARTESIAN COORDINATES (ANGSTROEM)
Ru1 -0.829 -0.157 -0.261
C1 0.410 3.886 0.873
C2 -0.238 2.533 0.954
N1 0.248 1.539 0.274
N2 1.451 1.799 -0.393
C3 1.691 1.057 -1.410
S1 0.684 -0.187 -2.061
S2 3.213 1.224 -2.278
C4 4.139 2.397 -1.237
C5 4.980 1.717 -0.192
C6 4.410 1.247 0.990
C7 5.191 0.600 1.936
C8 6.550 0.414 1.716
C9 7.124 0.880 0.543
C10 6.341 1.527 -0.403
C11 -1.433 2.374 1.791
C12 -2.043 3.502 2.363
C13 -3.153 3.402 3.173
C14 -3.685 2.142 3.444
C15 -3.113 1.016 2.898
C16 -1.997 1.106 2.055
O1 -1.484 -0.018 1.590
H1 1.460 3.792 0.623
H2 0.312 4.444 1.798
H3 -0.079 4.445 0.070
H4 3.405 3.068 -0.796
H5 4.764 2.957 -1.932
H6 3.348 1.378 1.155
H7 4.735 0.243 2.851
H8 7.158 -0.091 2.456
H9 8.183 0.745 0.364
H10 6.793 1.888 -1.321
H11 -1.648 4.486 2.157
H12 -3.603 4.292 3.590
H13 -4.554 2.048 4.083
H14 -3.509 0.029 3.091
C17 -5.759 -1.367 1.507
C18 -5.409 -1.282 0.041
O2 -4.457 -0.212 -0.135
P1 -3.453 -0.239 -1.362
S3 -2.404 1.413 -1.320
S4 -2.274 -1.858 -1.290
O3 -4.482 -0.397 -2.571
C19 -4.082 -0.845 -3.885
C20 -3.105 0.089 -4.563
H15 -6.590 -2.059 1.648
H16 -6.051 -0.386 1.882
H17 -4.906 -1.722 2.085
H18 -6.282 -1.056 -0.572
H19 -4.969 -2.218 -0.312
H20 -5.017 -0.911 -4.439
H21 -3.662 -1.848 -3.790
H22 -3.483 1.112 -4.564
H23 -2.964 -0.233 -5.596
H24 -2.135 0.084 -4.066
C21 1.145 -4.282 -1.680
N3 0.762 -3.285 -0.694
C22 1.498 -2.733 0.265
S5 1.040 -1.255 0.974
N4 2.640 -3.297 0.702
C23 3.026 -4.698 0.636
H25 0.342 -4.330 -2.411
H26 1.263 -5.273 -1.246
H27 2.062 -3.996 -2.198
H28 -0.038 -2.714 -0.928
H29 3.088 -2.747 1.416
H30 3.311 -5.000 -0.368
H31 2.232 -5.352 1.000
H32 3.893 -4.826 1.279

5.
Here is C23H32N4O4S in the gas phase in a non-equilibrium geometry from the Open Molecules 2025 dataset. Energies are from ωB97M-V with the def2-TZVPD basis set.

Properties
SMILES string: CCCCOc1ccc(N(CC(=O)NC(C)(C)C)C(=O)CCC(=O)Nc2nccs2)cc1
HOMO level, eV: -8.4
Energy relative to the best compared isomer or geometry (same formula, charge and spin), kcal/mol: 33.5

CARTESIAN COORDINATES (ANGSTROEM)
C1 5.635 4.037 -4.502
C2 4.860 5.308 -4.829
C3 3.354 5.077 -4.954
C4 2.670 4.731 -3.632
O1 2.900 3.367 -3.341
C5 2.384 2.836 -2.206
C6 1.609 3.526 -1.279
C7 1.135 2.875 -0.154
C8 1.412 1.533 0.060
N1 0.943 0.878 1.228
C9 1.961 0.373 2.141
C10 2.309 -1.102 1.864
O2 3.386 -1.428 1.404
N2 1.311 -1.930 2.195
C11 1.275 -3.365 1.919
C12 -0.083 -3.872 2.403
C13 2.409 -4.057 2.679
C14 1.418 -3.594 0.412
C15 -0.356 0.649 1.501
O3 -0.703 0.057 2.516
C16 -1.374 1.149 0.489
C17 -2.607 0.251 0.546
C18 -2.240 -1.147 0.140
O4 -1.157 -1.484 -0.279
N3 -3.225 -2.108 0.271
C19 -4.514 -1.981 0.695
N4 -5.126 -0.894 1.007
C20 -6.407 -1.130 1.384
C21 -6.800 -2.425 1.362
S1 -5.504 -3.439 0.842
C22 2.200 0.844 -0.858
C23 2.678 1.489 -1.976
H1 6.700 4.250 -4.443
H2 5.312 3.621 -3.553
H3 5.474 3.288 -5.273
H4 5.045 6.058 -4.056
H5 5.224 5.714 -5.775
H6 3.165 4.265 -5.657
H7 2.887 5.984 -5.344
H8 3.065 5.364 -2.826
H9 1.588 4.909 -3.720
H10 1.374 4.570 -1.416
H11 0.547 3.422 0.569
H12 2.864 0.975 2.021
H13 1.579 0.468 3.162
H14 0.450 -1.505 2.520
H15 -0.199 -3.694 3.470
H16 -0.176 -4.938 2.216
H17 -0.880 -3.353 1.875
H18 3.363 -3.648 2.361
H19 2.397 -5.125 2.480
H20 2.299 -3.896 3.750
H21 1.319 -4.651 0.178
H22 2.395 -3.252 0.081
H23 0.652 -3.034 -0.120
H24 -0.939 1.135 -0.510
H25 -1.657 2.172 0.740
H26 -3.403 0.616 -0.103
H27 -3.001 0.218 1.564
H28 -2.931 -3.044 0.014
H29 -7.018 -0.294 1.670
H30 -7.751 -2.847 1.612
H31 2.438 -0.193 -0.685
H32 3.288 0.969 -2.696

6.
Here is C23H32N4O4S2 in the gas phase in a non-equilibrium geometry from the Open Molecules 2025 dataset. Energies are from ωB97M-V with the def2-TZVPD basis set.

Properties
SMILES string: CCN(CC)S(=O)(=O)c1cccc(-c2nnc(S[C@H](C)C(=O)NCCC3=CCCCC3)o2)c1
HOMO level, eV: -8.8
Energy relative to the best compared isomer or geometry (same formula, charge and spin), kcal/mol: 0.0

CARTESIAN COORDINATES (ANGSTROEM)
C1 1.289 2.861 -5.828
C2 1.076 2.407 -4.386
N1 0.856 0.981 -4.262
C3 1.979 0.083 -4.421
C4 2.498 -0.391 -3.066
S1 -0.602 0.392 -4.808
O1 -1.550 1.465 -4.793
O2 -0.448 -0.377 -6.012
C5 -1.005 -0.743 -3.475
C6 -1.051 -2.105 -3.701
C7 -1.367 -2.960 -2.654
C8 -1.635 -2.448 -1.399
C9 -1.584 -1.069 -1.180
C10 -1.869 -0.547 0.135
N2 -2.250 -1.216 1.181
N3 -2.409 -0.346 2.189
C11 -2.113 0.827 1.713
S2 -2.112 2.336 2.538
C12 -2.921 1.822 4.107
C13 -3.022 3.042 5.013
C14 -2.203 0.688 4.848
O3 -2.834 -0.030 5.588
N4 -0.867 0.654 4.701
C15 -0.087 -0.468 5.174
C16 0.066 -1.542 4.097
C17 0.905 -1.179 2.899
C18 1.600 -0.058 2.765
C19 2.464 0.261 1.580
C20 2.806 -0.997 0.792
C21 1.524 -1.774 0.523
C22 0.920 -2.252 1.840
O4 -1.759 0.781 0.414
C23 -1.265 -0.210 -2.231
H1 0.419 2.584 -6.419
H2 1.415 3.939 -5.864
H3 2.169 2.391 -6.262
H4 0.183 2.888 -3.986
H5 1.934 2.672 -3.761
H6 1.638 -0.769 -5.014
H7 2.783 0.577 -4.974
H8 1.718 -0.921 -2.524
H9 3.345 -1.057 -3.204
H10 2.815 0.461 -2.469
H11 -0.848 -2.471 -4.695
H12 -1.408 -4.025 -2.821
H13 -1.889 -3.092 -0.572
H14 -3.917 1.461 3.841
H15 -3.590 3.835 4.531
H16 -2.031 3.419 5.256
H17 -3.525 2.757 5.934
H18 -0.449 1.222 3.978
H19 -0.633 -0.887 6.022
H20 0.886 -0.107 5.517
H21 0.498 -2.436 4.557
H22 -0.936 -1.809 3.750
H23 1.593 0.702 3.534
H24 3.377 0.756 1.922
H25 1.938 0.972 0.931
H26 3.300 -0.735 -0.145
H27 3.489 -1.618 1.375
H28 0.815 -1.121 0.008
H29 1.717 -2.630 -0.127
H30 -0.102 -2.603 1.675
H31 1.496 -3.102 2.220
H32 -1.229 0.859 -2.092

7.
Here is C23H32N4O6 in the gas phase from the Open Molecules 2025 dataset. Energies are from ωB97M-V with the def2-TZVPD basis set.

Properties
SMILES string: CCOc1cc(N2CCOCC2)c(OCC)cc1NC(=O)CN1C(=O)N[C@@](C)(C2CC2)C1=O
HOMO level, eV: -7.3
Energy relative to the best compared isomer or geometry (same formula, charge and spin), kcal/mol: 57.0

CARTESIAN COORDINATES (ANGSTROEM)
C1 1.413 -0.457 5.479
C2 1.877 -1.119 4.191
O1 1.031 -0.673 3.151
C3 1.252 -1.137 1.877
C4 2.250 -2.017 1.508
C5 2.412 -2.447 0.188
N1 3.487 -3.304 -0.064
C6 3.492 -4.606 0.575
C7 4.941 -5.082 0.699
O2 5.566 -5.139 -0.561
C8 5.530 -3.880 -1.194
C9 4.093 -3.379 -1.375
C10 1.523 -1.965 -0.791
O3 1.653 -2.461 -2.061
C11 0.936 -1.869 -3.126
C12 1.472 -0.495 -3.515
C13 0.535 -1.061 -0.423
C14 0.386 -0.646 0.889
N2 -0.606 0.256 1.301
C15 -1.541 0.885 0.561
O4 -1.702 0.779 -0.636
C16 -2.440 1.804 1.411
N3 -3.392 2.437 0.542
C17 -4.602 1.812 0.195
O5 -5.087 0.877 0.776
N4 -5.093 2.504 -0.853
C18 -4.200 3.539 -1.336
C19 -3.634 3.193 -2.718
C20 -4.902 4.885 -1.348
C21 -4.141 6.158 -1.135
C22 -5.078 5.664 -0.078
C23 -3.060 3.442 -0.321
O6 -2.056 4.106 -0.270
H1 1.473 0.624 5.385
H2 0.382 -0.732 5.689
H3 2.041 -0.777 6.305
H4 1.817 -2.212 4.282
H5 2.918 -0.841 3.975
H6 2.951 -2.386 2.239
H7 3.032 -4.543 1.561
H8 2.930 -5.336 -0.030
H9 4.986 -6.092 1.109
H10 5.494 -4.394 1.357
H11 6.017 -4.012 -2.162
H12 6.096 -3.149 -0.596
H13 4.110 -2.386 -1.823
H14 3.553 -4.067 -2.041
H15 -0.135 -1.816 -2.895
H16 1.074 -2.570 -3.954
H17 0.933 -0.127 -4.383
H18 1.349 0.215 -2.701
H19 2.530 -0.564 -3.758
H20 -0.164 -0.678 -1.145
H21 -0.575 0.436 2.296
H22 -2.993 1.214 2.147
H23 -1.837 2.572 1.901
H24 -5.926 2.222 -1.340
H25 -2.904 3.946 -3.001
H26 -4.431 3.169 -3.458
H27 -3.143 2.223 -2.682
H28 -5.721 4.911 -2.059
H29 -4.426 7.021 -1.716
H30 -3.082 6.082 -0.945
H31 -6.010 6.185 0.078
H32 -4.651 5.258 0.827

Repeat the second record exactly.
Here is a molecular structure, C23H32GeNO5Pb from the Open Molecules 2025 dataset. Energies are from ωB97M-V with the def2-TZVPD basis set.

Properties
HOMO level, eV: -11.3
Charge: +1
Energy relative to the best compared isomer or geometry (same formula, charge and spin), kcal/mol: 27.0

CARTESIAN COORDINATES (ANGSTROEM)
Pb1 -0.131 0.469 -1.245
C1 0.418 4.693 -1.209
C2 -0.268 3.677 -2.078
C3 0.476 2.788 -2.858
C4 -0.157 1.894 -3.728
C5 -1.546 1.869 -3.813
C6 -2.290 2.740 -3.028
C7 -1.658 3.629 -2.170
H1 -0.174 4.921 -0.323
H2 0.550 5.622 -1.766
H3 1.403 4.346 -0.897
H4 1.558 2.857 -2.851
H5 0.439 1.271 -4.386
H6 -2.036 1.202 -4.509
H7 -3.371 2.733 -3.096
H8 -2.251 4.311 -1.571
O1 -0.128 0.156 1.794
C8 0.756 0.627 2.656
C9 1.897 1.298 2.336
C10 2.739 1.668 3.439
C11 3.890 2.325 3.221
C12 4.318 2.659 1.900
C13 3.554 2.343 0.830
C14 2.292 1.673 0.970
O2 1.593 1.440 -0.041
N1 4.733 2.709 4.364
O3 4.344 2.399 5.473
O4 5.768 3.289 4.110
H9 0.513 0.449 3.699
H10 2.456 1.404 4.451
H11 5.268 3.164 1.785
H12 3.873 2.582 -0.176
C15 1.380 -4.295 -2.834
Ge1 0.502 -2.978 -1.673
C16 0.698 -3.571 0.200
C17 -1.408 -2.895 -2.184
C18 1.331 -1.187 -1.869
H13 0.927 -5.274 -2.661
H14 2.444 -4.360 -2.606
H15 1.262 -4.039 -3.886
H16 -0.012 -4.364 0.436
H17 0.560 -2.758 0.916
H18 1.702 -3.972 0.342
H19 -1.889 -3.841 -1.933
H20 -1.490 -2.753 -3.264
H21 -1.964 -2.092 -1.691
H22 1.654 -1.075 -2.909
H23 2.233 -1.154 -1.251
O5 -1.532 -0.365 3.509
C19 -1.304 -0.472 2.353
C20 -4.295 -1.608 2.475
C21 -3.042 -2.238 1.866
C22 -3.423 -3.224 0.766
C23 -2.103 -1.155 1.291
H24 -4.912 -2.378 2.939
H25 -4.888 -1.121 1.696
H26 -4.050 -0.871 3.238
H27 -2.499 -2.774 2.649
H28 -3.959 -2.713 -0.039
H29 -4.079 -3.995 1.169
H30 -2.547 -3.713 0.339
H31 -2.709 -0.397 0.781
H32 -1.417 -1.576 0.552